Entry 1:
Computed, not measured: a 12-piece molecular cluster, C24H67N5O29S6 overall at a distorted geometry, with wB97M-V/def2-TZVPD.

Calculated values
Molecular weight ... 1082.2 g/mol
SMILES ... CCOS(C)(=O)=O.CCOS(C)(=O)=O.CCOS(C)(=O)=O.CCOS(C)(=O)=O.CCOS(C)(=O)=O.CCOS(C)(=O)=O.C[N+](=O)[O-].C[N+](=O)[O-].C[N+](=O)[O-].C[N+](=O)[O-].C[N+](=O)[O-].CO
Highest occupied orbital energy ... -10.6 eV

Last columns: bonded neighbours and bond lengths (Å).
Atoms and positions in Å:
1 C -21.3879 -17.2520 -22.0374  C2 1.540, H8 1.090, H9 1.090, H10 1.090
2 C -21.5244 -18.1901 -23.2513  C1 1.540, O3 1.430, H11 1.090, H12 1.090
3 O -22.9079 -18.4921 -23.4489  C2 1.430, S4 1.674
4 S -23.2576 -19.7910 -24.4457  O3 1.674, C5 1.811, O6 1.475, O7 1.480
5 C -22.8450 -21.0891 -23.2518  S4 1.811, H13 1.090, H14 1.090, H15 1.090
6 O -24.7022 -19.8361 -24.7419  S4 1.475
7 O -22.2439 -19.7172 -25.5222  S4 1.480
8 H -21.9869 -16.3428 -22.0891  C1 1.090
9 H -20.3667 -16.8741 -22.0880  C1 1.090
10 H -21.5693 -17.7899 -21.1068  C1 1.090
11 H -21.1415 -17.6451 -24.1141  C2 1.090
12 H -20.8432 -19.0374 -23.1734  C2 1.090
13 H -22.9734 -22.0561 -23.7380  C5 1.090
14 H -23.4477 -20.9433 -22.3553  C5 1.090
15 H -21.8193 -21.0705 -22.8835  C5 1.090
16 C -17.1602 -23.3491 -26.4788  C17 1.530, H23 1.090, H24 1.090, H25 1.090
17 C -17.6796 -24.7803 -26.6263  C16 1.530, O18 1.428, H26 1.090, H27 1.090
18 O -18.1103 -25.2678 -25.3551  C17 1.428, S19 1.682
19 S -18.2119 -26.9464 -25.3167  O18 1.682, C20 1.823, O21 1.451, O22 1.476
20 C -16.7853 -27.2238 -24.2160  S19 1.823, H28 1.090, H29 1.090, H30 1.090
21 O -19.4411 -27.3012 -24.6324  S19 1.451
22 O -18.0534 -27.4324 -26.7012  S19 1.476
23 H -16.3110 -23.2956 -25.7975  C16 1.090
24 H -17.9448 -22.6352 -26.2278  C16 1.090
25 H -16.7563 -22.9924 -27.4263  C16 1.090
26 H -18.4966 -24.8406 -27.3452  C17 1.090
27 H -16.8806 -25.3732 -27.0717  C17 1.090
28 H -17.0342 -28.1724 -23.7404  C20 1.090
29 H -16.9092 -26.4460 -23.4625  C20 1.090
30 H -15.9206 -27.1985 -24.8792  C20 1.090
31 C -21.8343 -31.7392 -32.0003  C32 1.549, H38 1.090, H39 1.090, H40 1.090
32 C -22.0044 -33.1359 -32.6487  C31 1.549, O33 1.382, H41 1.090, H42 1.090
33 O -23.2547 -33.6990 -32.4729  C32 1.382, S34 1.722
34 S -23.6527 -35.0043 -33.5233  O33 1.722, C35 1.877, O36 1.442, O37 1.468
35 C -24.0992 -34.1623 -35.1399  S34 1.877, H43 1.090, H44 1.090, H45 1.090
36 O -22.4530 -35.7661 -33.7664  S34 1.442
37 O -24.8683 -35.6811 -33.0563  S34 1.468
38 H -21.9311 -31.7297 -30.9146  C31 1.090
39 H -22.6566 -31.1669 -32.4297  C31 1.090
40 H -20.9044 -31.2516 -32.2928  C31 1.090
41 H -21.8523 -33.0564 -33.7251  C32 1.090
42 H -21.2938 -33.8422 -32.2194  C32 1.090
43 H -23.2441 -33.5625 -35.4515  C35 1.090
44 H -25.0790 -33.7121 -34.9809  C35 1.090
45 H -24.1905 -35.0726 -35.7325  C35 1.090
46 C -11.1000 -33.4731 -21.8384  C47 1.586, H53 1.090, H54 1.090, H55 1.090
47 C -10.1915 -32.8524 -20.6966  C46 1.586, O48 1.430, H56 1.090, H57 1.090
48 O -10.5303 -33.5789 -19.5120  C47 1.430, S49 1.667
49 S -9.8197 -33.0015 -18.1192  O48 1.667, C50 1.913, O51 1.485, O52 1.456
50 C -10.3210 -34.4026 -16.9171  S49 1.913, H58 1.090, H59 1.090, H60 1.090
51 O -8.3387 -32.9374 -18.2043  S49 1.485
52 O -10.5499 -31.8048 -17.7274  S49 1.456
53 H -10.8017 -32.8940 -22.7123  C46 1.090
54 H -12.1634 -33.3973 -21.6115  C46 1.090
55 H -10.8353 -34.5270 -21.9234  C46 1.090
56 H -9.1169 -32.9207 -20.8658  C47 1.090
57 H -10.4451 -31.7946 -20.6270  C47 1.090
58 H -9.9767 -34.1238 -15.9212  C50 1.090
59 H -9.8369 -35.2878 -17.3296  C50 1.090
60 H -11.4077 -34.4433 -16.9903  C50 1.090
61 C -18.3480 -16.4084 -30.8571  C62 1.590, H68 1.090, H69 1.090, H70 1.090
62 C -19.4382 -16.9754 -31.8661  C61 1.590, O63 1.422, H71 1.090, H72 1.090
63 O -20.5474 -16.1081 -31.6676  C62 1.422, S64 1.642
64 S -21.7406 -16.0116 -32.7918  O63 1.642, C65 1.818, O66 1.453, O67 1.464
65 C -22.6552 -17.5397 -32.4270  S64 1.818, H73 1.090, H74 1.090, H75 1.090
66 O -22.5808 -14.8517 -32.5477  S64 1.453
67 O -21.1127 -16.1482 -34.1068  S64 1.464
68 H -18.1580 -15.3769 -31.1538  C61 1.090
69 H -17.4761 -17.0487 -30.9902  C61 1.090
70 H -18.7474 -16.4490 -29.8437  C61 1.090
71 H -19.0467 -17.0323 -32.8818  C62 1.090
72 H -19.6940 -18.0337 -31.8153  C62 1.090
73 H -23.5328 -17.5096 -33.0728  C65 1.090
74 H -22.8221 -17.5956 -31.3513  C65 1.090
75 H -22.0055 -18.3342 -32.7940  C65 1.090
76 C -24.2494 -37.9840 -20.7781  C77 1.561, H83 1.090, H84 1.090, H85 1.090
77 C -24.2344 -36.6692 -19.9376  C76 1.561, O78 1.427, H86 1.090, H87 1.090
78 O -24.6183 -35.6800 -20.8912  C77 1.427, S79 1.632
79 S -24.6509 -34.1170 -20.4233  O78 1.632, C80 1.798, O81 1.463, O82 1.473
80 C -22.9461 -33.6789 -20.7908  S79 1.798, H88 1.090, H89 1.090, H90 1.090
81 O -25.5946 -33.4389 -21.3127  S79 1.463
82 O -24.8597 -33.9955 -18.9702  S79 1.473
83 H -23.5067 -37.9863 -21.5758  C76 1.090
84 H -25.2220 -38.2194 -21.2103  C76 1.090
85 H -24.2524 -38.8130 -20.0704  C76 1.090
86 H -24.9161 -36.6495 -19.0873  C77 1.090
87 H -23.2136 -36.5790 -19.5663  C77 1.090
88 H -22.9635 -33.7055 -21.8803  C80 1.090
89 H -22.3046 -34.4217 -20.3165  C80 1.090
90 H -22.7564 -32.6500 -20.4851  C80 1.090
91 C -13.3020 -18.6543 -21.8540  N92 1.492, H95 1.090, H96 1.090, H97 1.090
92 N -14.0328 -17.4892 -22.4326  C91 1.492, O93 1.249, O94 1.248
93 O -14.2970 -16.5318 -21.6753  N92 1.249
94 O -14.4580 -17.4756 -23.6063  N92 1.248
95 H -12.3830 -18.2782 -21.4046  C91 1.090
96 H -13.1923 -19.3340 -22.6991  C91 1.090
97 H -13.8602 -19.1597 -21.0659  C91 1.090
98 C -13.0111 -25.1382 -16.7356  N99 1.481, H102 1.090, H103 1.090, H104 1.090
99 N -12.0829 -24.0351 -16.3983  C98 1.481, O100 1.230, O101 1.223
100 O -11.2529 -24.2042 -15.5058  N99 1.230
101 O -12.0968 -23.0272 -17.0904  N99 1.223
102 H -12.7315 -26.0508 -16.2092  C98 1.090
103 H -13.0917 -25.3162 -17.8080  C98 1.090
104 H -14.0128 -24.7830 -16.4937  C98 1.090
105 C -19.7433 -24.1471 -17.0967  N106 1.486, H109 1.090, H110 1.090, H111 1.090
106 N -19.2451 -23.1556 -18.0851  C105 1.486, O107 1.217, O108 1.242
107 O -19.7651 -22.0616 -18.2038  N106 1.217
108 O -18.3540 -23.4925 -18.8816  N106 1.242
109 H -19.2173 -24.1164 -16.1425  C105 1.090
110 H -19.6106 -25.0686 -17.6636  C105 1.090
111 H -20.8033 -23.9814 -16.9046  C105 1.090
112 C -14.6296 -25.5186 -33.3079  N113 1.499, H116 1.090, H117 1.090, H118 1.090
113 N -15.1924 -24.1346 -33.1817  C112 1.499, O114 1.227, O115 1.261
114 O -16.3885 -24.0276 -32.9293  N113 1.227
115 O -14.3774 -23.1939 -33.3852  N113 1.261
116 H -13.5742 -25.3742 -33.0769  C112 1.090
117 H -14.7648 -25.6838 -34.3768  C112 1.090
118 H -15.0413 -26.2829 -32.6488  C112 1.090
119 C -16.7705 -30.9217 -14.6049  N120 1.512, H123 1.090, H124 1.090, H125 1.090
120 N -17.5605 -31.4650 -15.7740  C119 1.512, O121 1.249, O122 1.245
121 O -17.1873 -31.0783 -16.9020  N120 1.249
122 O -18.2916 -32.4364 -15.5076  N120 1.245
123 H -17.0391 -29.8698 -14.5074  C119 1.090
124 H -15.6992 -30.9725 -14.7993  C119 1.090
125 H -17.1623 -31.3825 -13.6980  C119 1.090
126 C -14.4529 -32.7201 -29.7689  O127 1.397, H128 1.090, H129 1.090, H130 1.090
127 O -13.2437 -32.3386 -29.1822  C126 1.397, H131 0.960
128 H -14.2536 -32.6325 -30.8369  C126 1.090
129 H -14.8190 -33.6927 -29.4401  C126 1.090
130 H -15.1715 -31.9395 -29.5190  C126 1.090
131 H -12.7157 -33.1251 -29.0262  O127 0.960

These are the Mulliken partial charges, in e, on atoms 1 to 5: -1.20 -0.17 -0.31 1.11 -0.88

Entry 2:
Computed, not measured: a 2-piece molecular cluster, C8H14O overall at a distorted geometry, with wB97M-V/def2-TZVPD.

Calculated values
Molecular weight ... 126.2 g/mol
Relative energy (zero: lowest compared OMol25 entry of this formula, charge and spin) ... 2.552 eV
SMILES ... C=C1OC1(C)C.C=CC
Highest occupied orbital energy ... -9.5 eV

Last columns: bonded neighbours and bond lengths (Å).
Atoms and positions in Å:
1 C 1.4723 -0.3555 2.1012  C2 1.295, H7 1.117, H8 1.073
2 C 1.5893 -0.1035 0.8359  C1 1.295, O3 1.472, C4 1.451
3 O 2.8331 0.2649 0.1398  C2 1.472, C4 1.431
4 C 1.5685 0.4653 -0.4988  C2 1.451, O3 1.431, C5 1.515, C6 1.515
5 C 1.1166 1.9042 -0.6413  C4 1.515, H9 1.089, H10 1.089, H11 1.088
6 C 1.3080 -0.4100 -1.7072  C4 1.515, H12 1.088, H13 1.088, H14 1.089
7 H 2.5312 -0.4243 2.4515  C1 1.117
8 H 0.5556 -0.6395 2.5801  C1 1.073
9 H 0.0456 1.9395 -0.8348  C5 1.089
10 H 1.6336 2.3698 -1.4789  C5 1.089
11 H 1.3317 2.4630 0.2671  C5 1.088
12 H 0.2562 -0.3893 -1.9862  C6 1.088
13 H 1.6245 -1.4334 -1.5175  C6 1.088
14 H 1.8780 -0.0175 -2.5483  C6 1.089
15 C -1.9411 -1.7315 -0.4880  C16 1.321, H18 1.080, H19 1.078
16 C -1.6921 -0.7807 0.3952  C15 1.321, C17 1.491, H20 1.078
17 C -2.6416 0.2778 0.8431  C16 1.491, H21 1.091, H22 1.091, H23 1.088
18 H -2.9219 -1.8516 -0.9236  C15 1.080
19 H -1.2118 -2.4821 -0.7459  C15 1.078
20 H -0.7105 -0.7414 0.8401  C16 1.078
21 H -2.2428 1.2694 0.6256  C17 1.091
22 H -2.7692 0.2368 1.9258  C17 1.091
23 H -3.6130 0.1698 0.3648  C17 1.088

These are the natural (NBO) partial charges, in e, on atoms 1 to 5: -0.51 0.27 -0.52 0.21 -0.63

Entry 3:
Computed, not measured: a 2-piece molecular cluster, C4H6N2 overall at a distorted geometry, with wB97M-V/def2-TZVPD.

Calculated values
Molecular weight ... 82.1 g/mol
Relative energy (zero: lowest compared OMol25 entry of this formula, charge and spin) ... 4.109 eV
Highest occupied orbital energy (alpha / beta) ... -7.9 / -7.9 eV

Last columns: bonded neighbours and bond lengths (Å).
Atoms and positions in Å:
1 C 2.0344 0.3115 -0.2124  C4 1.444, N5 1.137
2 C -1.0200 -0.0827 -0.1695  C3 1.491, N6 1.211
3 C -0.6029 -1.4845 0.1231  C2 1.491, H7 1.152, H8 1.091, H9 1.079
4 C 1.0532 1.3130 0.1327  C1 1.444, H10 0.996, H11 1.086
5 N 2.7174 -0.5535 -0.4916  C1 1.137
6 N -2.0130 0.5991 -0.2956  C2 1.211, H12 1.012
7 H -0.1572 -1.9229 -0.8443  C3 1.152
8 H -1.5173 -2.0111 0.4019  C3 1.091
9 H -0.1018 -1.3389 1.0678  C3 1.079
10 H 0.8162 1.9750 -0.5733  C4 0.996
11 H 0.8585 1.5858 1.1654  C4 1.086
12 H -2.0677 1.6091 -0.3042  N6 1.012

These are the natural (NBO) partial charges, in e, on atoms 1 to 5: 0.24 0.53 -0.73 -0.66 -0.39

Entry 4:
Computed, not measured: a 2-piece molecular cluster, CH3I2O2P overall at a distorted geometry, with wB97M-V/def2-TZVPD.

Calculated values
Molecular weight ... 331.8 g/mol
Relative energy (zero: lowest compared OMol25 entry of this formula, charge and spin) ... 4.183 eV
Highest occupied orbital energy (alpha / beta) ... -9.2 / -9.3 eV

Last columns: bonded neighbours and bond lengths (Å).
Atoms and positions in Å:
1 C -1.4998 0.3208 -0.4234  O3 1.377, H7 1.069, H8 1.103, H9 1.057
2 O 2.2970 -0.2467 2.0254  P4 1.418
3 O -1.0186 0.8085 0.7707  C1 1.377
4 P 1.5762 -0.1426 0.8088  O2 1.418, I5 2.465, I6 2.428
5 I 2.6449 1.2328 -0.9360  P4 2.465
6 I 1.0287 -2.3092 -0.1415  P4 2.428
7 H -2.3843 -0.2151 -0.1514  C1 1.069
8 H -0.8861 -0.5071 -0.8169  C1 1.103
9 H -1.7579 1.0586 -1.1357  C1 1.057

These are the natural (NBO) partial charges, in e, on atoms 1 to 5: -0.28 -1.01 -0.55 1.34 -0.02